# 1
C39H46BCl2NO8S2 | ωB97M-V/def2-TZVPD

Structure (XYZ):
```
99
Properties=species:S:1:pos:R:3:forces:R:3
C 2.210 1.190 1.496 0.433 0.142 -0.808
C 2.701 -0.256 1.619 0.057 0.053 -0.254
C 1.959 -1.303 0.763 0.126 -0.147 -0.026
C 1.761 -0.911 -0.711 0.170 0.215 0.021
N 0.389 -0.856 -1.250 -0.212 -0.179 0.444
C 0.247 0.080 -2.368 0.105 -0.090 -0.287
C 0.452 1.544 -1.953 -0.016 0.110 -0.238
C -0.438 2.556 -2.690 0.146 -0.077 -0.036
C -1.955 2.354 -2.476 0.080 -0.062 0.127
B -2.745 3.595 -1.967 0.091 0.039 0.071
C -4.240 3.548 -1.428 0.063 -0.039 -0.096
Cl -4.026 4.094 0.280 -0.157 0.120 -0.066
C -5.018 2.229 -1.584 0.032 -0.126 -0.259
C -6.469 2.428 -2.001 -0.046 -0.044 0.130
Cl -4.947 1.174 -0.142 0.014 -0.124 0.053
C -0.764 -1.002 -0.451 0.416 0.081 -0.360
S -1.191 -0.151 0.874 -0.093 -0.046 0.128
S -1.691 -2.269 -1.188 -0.174 -0.050 -0.007
C -3.247 -2.270 -0.269 -0.042 0.092 0.100
C -4.257 -3.292 -0.819 -0.039 -0.048 0.061
C -4.185 -3.578 -2.318 -0.043 0.107 -0.067
H 2.714 1.828 2.231 -0.334 -0.552 -0.772
H 2.422 1.621 0.515 -0.099 -0.240 -0.131
H 1.130 1.250 1.661 0.200 0.241 -0.495
H 2.622 -0.572 2.666 0.209 -0.092 -0.143
H 3.772 -0.289 1.380 -0.106 0.048 0.021
H 1.005 -1.546 1.231 0.030 0.046 -0.035
H 2.543 -2.229 0.786 -0.091 0.050 0.050
H 2.240 0.058 -0.891 -0.071 -0.073 0.102
H 2.290 -1.638 -1.342 -0.055 0.078 0.041
H -0.732 -0.082 -2.830 0.028 0.033 0.127
H 0.992 -0.213 -3.120 -0.117 0.040 0.017
H 0.286 1.641 -0.879 -0.104 -0.053 -0.094
H 1.497 1.827 -2.124 -0.107 0.013 0.089
H -0.205 2.544 -3.762 -0.036 -0.070 0.093
H -0.149 3.547 -2.332 -0.041 -0.072 -0.054
H -2.440 2.068 -3.428 -0.012 -0.001 0.103
H -2.154 1.496 -1.812 0.005 0.086 -0.037
H -2.250 4.682 -2.003 -0.053 0.006 -0.013
H -4.842 4.330 -1.900 0.125 0.019 0.082
H -4.488 1.642 -2.338 -0.152 0.119 -0.046
H -7.069 2.760 -1.151 0.063 0.033 -0.087
H -6.538 3.179 -2.792 0.051 -0.062 0.022
H -6.893 1.497 -2.381 0.022 0.044 0.102
H -3.641 -1.251 -0.298 0.026 -0.095 -0.101
H -3.009 -2.479 0.778 -0.051 0.042 -0.093
H -4.160 -4.232 -0.265 0.031 0.057 -0.088
H -5.254 -2.908 -0.581 0.081 -0.063 0.026
H -3.280 -4.127 -2.593 -0.035 0.055 0.051
H -5.040 -4.182 -2.630 0.056 0.038 0.035
H -4.197 -2.652 -2.902 -0.018 -0.082 0.056
C 5.653 -1.205 -2.558 -0.006 0.014 -0.019
C 5.125 -0.273 -1.770 -0.045 -0.012 0.033
C 4.533 0.968 -2.331 0.020 -0.032 -0.024
O 4.033 1.807 -1.612 0.032 0.026 0.002
C 4.562 1.137 -3.805 -0.006 0.005 0.004
C 5.097 0.210 -4.594 -0.007 -0.004 -0.002
C 5.685 -1.035 -4.034 -0.021 0.019 0.021
O 6.171 -1.878 -4.755 0.014 -0.014 -0.014
H 6.077 -2.125 -2.177 0.009 0.002 -0.002
H 5.081 -0.371 -0.692 0.009 0.009 0.002
H 4.124 2.052 -4.186 0.000 0.003 0.005
H 5.132 0.306 -5.672 0.001 -0.006 -0.001
C -0.072 -8.450 -0.638 0.002 -0.001 0.003
C 1.040 -7.784 -0.933 -0.006 0.002 -0.005
C 1.085 -6.299 -0.885 -0.016 -0.014 0.021
O 2.100 -5.693 -1.151 0.022 0.015 0.000
C -0.159 -5.589 -0.496 -0.016 -0.011 0.004
C -1.270 -6.257 -0.198 0.000 0.000 -0.014
C -1.317 -7.739 -0.246 0.029 0.006 -0.006
O -2.330 -8.348 0.021 -0.017 -0.005 0.002
H -0.133 -9.531 -0.665 -0.004 0.000 0.002
H 1.960 -8.277 -1.221 0.003 0.005 -0.002
H -0.117 -4.508 -0.477 0.052 0.029 -0.007
H -2.189 -5.760 0.086 -0.004 -0.003 0.002
C 1.643 4.376 1.696 0.021 0.021 -0.021
C 1.869 4.900 2.896 -0.024 0.044 0.015
C 0.752 5.236 3.815 0.009 -0.030 -0.012
O 0.963 5.687 4.921 0.010 -0.001 0.026
C -0.633 4.972 3.347 -0.001 -0.062 0.047
C -0.857 4.425 2.156 0.051 -0.132 -0.078
C 0.262 4.098 1.239 -0.001 0.074 0.071
O 0.042 3.614 0.149 -0.037 0.114 -0.055
H 2.438 4.097 1.015 -0.024 0.032 -0.003
H 2.865 5.077 3.281 0.005 0.031 -0.014
H -1.427 5.219 4.041 0.007 0.018 0.002
H -1.836 4.169 1.772 -0.031 0.091 0.102
C 0.134 0.080 4.926 0.022 0.069 0.166
C 1.009 0.692 4.134 -0.193 -0.163 0.076
C 1.974 1.682 4.678 -0.235 -0.062 0.120
O 2.759 2.250 3.948 0.380 0.493 1.346
C 1.925 1.968 6.133 0.024 0.014 0.000
C 1.051 1.354 6.924 0.007 0.011 0.009
C 0.088 0.359 6.385 -0.021 -0.037 -0.117
O -0.707 -0.201 7.107 -0.013 -0.004 0.070
H -0.584 -0.643 4.560 -0.012 -0.002 -0.023
H 1.064 0.511 3.067 -0.346 -0.082 0.794
H 2.632 2.704 6.496 0.002 0.007 0.003
H 0.989 1.545 7.988 -0.003 0.003 0.004
```
Forces are in eV/Å.

Computed properties:
2S+1: 1
Net charge: 0
E_LUMO, eV: -1.6
Orbital gap, eV: 6.728
SMILES string: CCCCN(CCCCB[C@H](Cl)[C@H](C)Cl)C(=S)SCCC.O=C1C=CC(=O)C=C1.O=C1C=CC(=O)C=C1.O=C1C=CC(=O)C=C1.O=C1C=CC(=O)C=C1

# 2
C39H46CaN4O6PS | ωB97M-V/def2-TZVPD

Structure (XYZ):
```
98
Properties=species:S:1:pos:R:3:forces:R:3
Ca -0.155 0.273 -0.833 -0.873 1.019 0.830
C 3.882 2.231 0.843 -0.238 -0.268 0.182
O 3.049 1.653 1.912 0.284 0.106 -0.269
C 1.986 1.151 1.294 -0.261 -0.186 0.188
N 1.913 1.200 0.023 0.378 0.299 0.289
C 3.202 1.755 -0.456 -0.347 0.047 0.131
C 3.082 2.821 -1.518 -0.038 0.006 -0.063
C 1.863 3.271 -2.004 0.092 0.066 -0.097
C 1.812 4.229 -3.011 0.053 0.017 0.009
C 2.983 4.755 -3.533 0.090 -0.013 0.015
C 4.212 4.313 -3.046 -0.086 0.000 -0.003
C 4.257 3.347 -2.051 0.159 0.065 -0.025
C 0.957 0.468 2.145 0.008 0.088 -0.564
C 1.092 0.257 3.500 0.070 0.035 0.350
C 0.108 -0.488 4.140 -0.003 -0.029 0.089
C -0.957 -1.010 3.416 -0.086 -0.043 0.342
C -1.006 -0.741 2.064 -0.063 0.066 -0.523
N -0.078 -0.008 1.454 0.169 -0.249 0.958
C -2.046 -1.298 1.139 0.295 0.113 0.061
N -1.953 -1.253 -0.134 -0.423 -0.036 0.247
C -3.095 -2.035 -0.674 0.184 0.271 0.202
C -3.929 -2.354 0.584 0.312 0.007 0.196
O -3.082 -1.907 1.703 -0.278 -0.213 -0.304
C -3.881 -1.373 -1.781 -0.036 -0.061 -0.104
C -3.565 -0.134 -2.321 -0.138 0.016 -0.104
C -4.304 0.390 -3.377 -0.156 -0.004 0.154
C -5.372 -0.321 -3.903 -0.118 0.010 0.129
C -5.695 -1.564 -3.369 -0.014 0.096 -0.046
C -4.953 -2.084 -2.320 -0.030 -0.105 0.013
H 4.889 1.856 0.973 0.104 -0.059 0.067
H 3.870 3.306 0.948 -0.076 0.270 0.096
H 3.759 0.925 -0.883 0.059 -0.210 -0.068
H 0.940 2.883 -1.603 -0.134 -0.087 0.044
H 0.851 4.564 -3.388 0.094 -0.042 0.032
H 2.943 5.505 -4.317 0.023 -0.094 0.098
H 5.134 4.715 -3.449 -0.071 -0.029 0.031
H 5.223 2.994 -1.688 -0.172 0.067 -0.089
H 1.948 0.652 4.033 -0.068 -0.034 -0.013
H 0.182 -0.679 5.204 -0.001 0.006 -0.056
H -1.723 -1.618 3.881 0.072 0.061 -0.017
H -2.679 -2.952 -1.081 0.160 -0.196 -0.068
H -4.120 -3.411 0.723 -0.012 -0.078 0.057
H -4.859 -1.803 0.616 -0.164 0.190 0.102
H -2.731 0.433 -1.938 0.147 0.131 0.114
H -4.037 1.354 -3.799 -0.003 -0.065 0.023
H -5.938 0.080 -4.739 0.112 -0.079 0.120
H -6.515 -2.141 -3.788 0.118 0.091 0.069
H -5.196 -3.073 -1.931 0.033 0.164 -0.067
C -4.491 2.797 1.481 -0.067 0.007 0.032
C -3.397 1.813 1.064 -0.070 0.138 -0.015
P -1.965 2.495 0.122 -0.119 0.000 -0.011
C -1.306 3.729 1.310 0.323 0.090 -0.151
C -0.010 4.412 0.840 -0.075 0.003 0.042
C -2.788 3.505 -1.177 0.311 -0.025 -0.249
C -1.884 3.779 -2.394 -0.066 -0.003 0.088
H -5.279 2.271 2.027 0.073 0.065 -0.056
H -4.958 3.273 0.615 0.060 -0.041 0.074
H -4.112 3.584 2.139 -0.007 -0.081 -0.077
H -3.825 1.022 0.444 -0.020 -0.022 -0.034
H -2.982 1.325 1.949 0.038 -0.047 0.038
H -1.134 3.195 2.248 0.035 -0.013 0.029
H -2.079 4.469 1.504 -0.054 0.132 0.060
H 0.787 3.684 0.651 -0.151 0.082 0.046
H 0.354 5.118 1.593 -0.077 -0.093 -0.074
H -0.158 4.976 -0.087 -0.010 -0.088 0.139
H -3.146 4.432 -0.734 -0.064 0.151 -0.012
H -3.668 2.941 -1.489 -0.085 -0.071 -0.064
H -1.040 4.425 -2.132 -0.112 -0.083 0.015
H -2.440 4.278 -3.193 0.018 -0.039 0.109
H -1.470 2.851 -2.810 -0.070 0.065 0.078
C 1.489 3.201 -7.380 -0.113 -0.091 0.042
C 0.611 2.022 -7.022 0.099 0.098 -0.049
C -0.318 2.108 -5.986 -0.004 0.069 0.030
C -1.109 1.025 -5.641 -0.015 -0.157 -0.121
C -0.963 -0.169 -6.343 0.114 0.367 -0.129
C -0.055 -0.280 -7.391 -0.004 0.034 0.086
C 0.723 0.819 -7.720 0.080 0.032 -0.040
S -1.910 -1.570 -5.876 0.436 -0.170 -0.142
O -1.594 -2.606 -6.813 -0.282 -0.097 0.022
O -3.243 -1.124 -5.606 0.006 -0.179 -0.173
N -1.313 -2.051 -4.430 0.734 -0.246 0.410
C 0.065 -2.626 -4.324 -0.596 0.494 -0.014
C 1.168 -1.593 -4.018 -0.096 0.019 -0.241
C 0.775 -0.841 -2.792 -0.333 0.106 0.607
O 1.049 -1.320 -1.632 0.288 -0.099 -1.718
O 0.047 0.223 -2.931 0.875 -1.034 -1.139
H 1.147 4.115 -6.891 0.003 -0.085 -0.026
H 1.497 3.375 -8.457 -0.023 -0.029 0.049
H 2.522 3.023 -7.072 -0.043 -0.019 0.009
H -0.424 3.044 -5.446 0.010 -0.068 -0.031
H -1.833 1.097 -4.831 0.147 -0.020 -0.180
H 0.029 -1.218 -7.935 -0.035 0.204 0.119
H 1.432 0.744 -8.540 -0.056 0.007 0.057
H -1.535 -1.341 -3.732 0.051 -0.225 -0.056
H 0.282 -3.145 -5.249 -0.046 -0.021 -0.214
H 0.063 -3.372 -3.535 -0.159 -0.061 0.138
H 1.284 -0.901 -4.851 0.006 0.023 0.005
H 2.105 -2.111 -3.826 0.016 -0.110 -0.065
```
Forces are in eV/Å.

Computed properties:
2S+1: 1
Net charge: +1
E_LUMO, eV: -3.4
Orbital gap, eV: 7.557

- What is the net charge in the first record?
  0